{"formula": "C41H89FN9O16P3S", "method": "ωB97M-V/def2-TZVPD", "homo_ha": -0.2675, "relative_energy_kj_mol": 0.0, "orbital_gap_ev": 7.1, "elements": ["H", "H", "C", "H", "H", "C", "C", "N", "H", "C", "C", "O", "O", "H", "H", "H", "H", "S", "C", "H", "H", "C", "O", "H", "O", "H", "H", "H", "C", "H", "O", "O", "H", "H", "H", "H", "C", "C", "H", "H", "H", "H", "H", "H", "H", "H", "H", "H", "H", "P", "H", "C", "O", "H", "C", "C", "H", "F", "H", "C", "C", "O", "C", "H", "H", "H", "H", "O", "C", "O", "H", "C", "N", "H", "H", "C", "C", "C", "H", "N", "H", "H", "C", "O", "H", "C", "H", "H", "H", "H", "H", "H", "H", "H", "H", "H", "H", "C", "C", "H", "O", "H", "C", "H", "C", "H", "H", "O", "P", "C", "C", "H", "C", "P", "H", "O", "C", "H", "C", "C", "N", "C", "H", "H", "H", "C", "N", "H", "H", "H", "H", "C", "H", "H", "H", "H", "C", "H", "H", "H", "H", "N", "C", "H", "H", "H", "H", "H", "H", "C", "N", "O", "C", "H", "H", "H", "N", "N", "C", "O"], "coordinates": [[-0.362, -8.551, 7.693], [-5.449, 1.232, -1.844], [1.051, 3.248, -1.299], [-12.089, 6.216, 1.452], [0.684, -0.614, -3.512], [-1.512, 0.930, -0.870], [2.042, -0.138, -9.059], [2.775, -4.027, 4.882], [3.505, -4.683, 4.631], [2.133, 1.637, -4.458], [-6.872, 3.125, 1.084], [1.566, 3.965, -0.539], [-2.119, -0.004, 2.221], [2.578, -1.682, -7.925], [1.851, -1.715, 6.074], [2.142, -1.608, -1.203], [-5.209, 4.300, -2.705], [-1.946, 3.553, 0.203], [-1.728, -5.522, 8.055], [-7.409, 1.602, 2.240], [-1.024, -0.778, -2.263], [4.742, 1.799, -4.667], [4.215, -2.450, 4.208], [1.095, -5.228, 4.667], [-3.047, 4.044, 1.009], [-3.037, -7.602, 8.684], [-6.190, 5.042, 1.748], [3.313, 3.188, -5.505], [2.092, -1.678, 5.011], [5.316, -10.347, 3.450], [4.398, -6.534, 4.951], [0.383, -6.333, 7.276], [1.996, 1.588, -0.444], [8.525, 0.186, -1.719], [-8.974, 3.036, 3.506], [0.818, -3.769, 5.647], [6.737, -0.941, -1.093], [5.139, 2.899, -3.609], [-1.973, 0.103, -0.260], [1.602, 2.583, -4.211], [7.570, 3.449, -0.443], [3.265, 1.637, -6.365], [-12.096, 2.796, 1.742], [6.787, -1.776, -1.825], [-2.779, -9.065, 7.712], [4.752, 1.382, -2.028], [-4.729, 4.361, -0.920], [9.058, 1.315, 0.339], [6.108, -0.156, -1.582], [0.414, -0.761, 0.049], [0.545, 1.374, -5.925], [3.111, -2.737, 4.668], [0.436, -1.268, 1.633], [4.869, -7.278, 1.983], [-4.829, 1.478, -2.731], [-0.723, -6.596, 7.723], [5.006, -8.794, 5.347], [0.559, 3.849, -2.421], [-4.504, 2.199, 0.004], [1.120, 0.730, -5.220], [5.973, -9.486, 3.588], [-0.688, 3.241, 1.175], [-2.568, 2.090, -0.686], [5.565, 4.331, -1.289], [-0.495, -0.729, -4.857], [0.480, -2.880, -8.448], [-2.629, -5.648, 7.453], [-6.466, 2.367, 0.206], [5.462, 3.253, -1.036], [-9.686, 5.514, -0.369], [1.748, -5.123, 6.308], [-0.106, 1.122, -0.115], [1.960, -1.444, -8.686], [-12.729, 2.654, 0.089], [-0.287, 1.906, -3.333], [6.873, 2.627, -0.729], [6.856, 1.627, 0.472], [-6.810, 4.621, 0.954], [7.231, 2.119, -1.650], [5.294, -8.514, 4.422], [-11.444, 7.232, 0.156], [5.927, 1.018, 0.522], [4.683, 2.484, -2.149], [3.043, 1.416, 2.124], [6.880, -9.813, 4.100], [1.120, -2.487, -9.241], [2.574, 1.139, -3.567], [0.109, 0.191, -9.931], [-13.055, 4.116, 1.042], [6.940, 2.166, 1.446], [6.445, -6.740, 2.638], [2.504, -0.696, 4.785], [1.758, -3.291, -9.612], [8.208, 0.086, 1.345], [1.396, -0.222, -11.103], [5.521, 1.814, -5.465], [-1.979, -5.554, 9.117], [-1.460, 0.246, -2.269], [5.362, -6.699, 2.767], [1.188, -1.818, 4.414], [2.809, 0.616, -8.482], [-3.979, 0.676, -0.185], [-11.834, 6.245, 0.391], [-7.869, 4.401, 3.236], [-2.337, -8.400, 8.456], [-1.675, 1.186, -4.251], [1.339, 1.385, -10.369], [-0.345, 0.556, 3.887], [-1.253, 1.110, 2.612], [4.977, -7.226, 4.126], [0.120, -0.012, -4.269], [6.236, -9.076, 2.618], [1.044, 1.729, -1.003], [-3.431, 2.680, -2.301], [-7.816, 5.042, 0.995], [-2.239, 2.248, 3.302], [8.125, -0.293, -0.799], [1.709, -0.040, -5.768], [-0.867, 0.987, -3.512], [-0.186, 1.872, 1.245], [2.088, -0.916, -0.461], [8.131, 0.700, 0.418], [0.499, -2.118, -10.053], [4.658, 3.880, -3.807], [-10.336, 3.272, 0.072], [-4.380, 4.275, -1.965], [-11.087, 3.905, 0.306], [-1.621, 2.945, 3.605], [0.153, 1.299, 4.280], [1.226, 1.155, -1.939], [2.684, -1.181, 0.328], [3.370, 2.081, -5.352], [4.726, 0.826, -4.127], [-3.685, 5.091, -2.259], [-4.469, 0.601, -3.300], [6.196, -1.228, -0.166], [-7.930, 3.325, 3.366], [-1.297, -4.549, 7.832], [-2.533, 0.040, -2.518], [-5.474, 2.065, -3.426], [-6.368, 4.882, -0.003], [-3.691, 1.595, 0.162], [1.529, -4.557, 5.412], [5.044, -5.662, 2.682], [1.318, -1.521, 1.952], [-12.727, 6.073, -0.214], [4.868, 3.185, -0.091], [8.826, -1.122, -0.543], [-2.133, -8.972, 9.364], [-10.783, 5.211, 0.077], [-1.083, -7.890, 7.937], [-1.593, 4.654, -0.668], [-12.320, 3.347, 0.826], [3.615, 2.791, -2.068], [6.242, 3.073, -3.593], [-7.362, 3.035, 4.252], [-7.400, 2.611, 2.222], [1.906, 1.131, 2.077], [1.161, 0.327, -10.190], [1.113, 2.211, 1.802]]}


{"formula": "C41H36EuN4O6S", "method": "ωB97M-V/def2-TZVPD", "spin_multiplicity": 7, "homo_ha": [-0.3301, -0.3925], "charge": 1, "relative_energy_kj_mol": 551.4, "orbital_gap_ev": [6.6, 5.7], "elements": ["C", "H", "C", "H", "H", "C", "H", "C", "C", "C", "C", "C", "H", "H", "H", "H", "H", "H", "O", "O", "C", "C", "C", "C", "H", "C", "C", "C", "N", "H", "O", "C", "H", "H", "S", "H", "C", "C", "H", "H", "H", "O", "C", "H", "H", "N", "N", "H", "C", "H", "C", "C", "H", "C", "C", "C", "O", "H", "H", "Eu", "C", "C", "H", "C", "H", "C", "H", "H", "H", "C", "C", "C", "C", "N", "H", "O", "C", "C", "C", "C", "H", "C", "C", "C", "H", "C", "H", "H", "H"], "coordinates": [[0.685, -1.504, -2.276], [0.334, 0.936, -3.979], [-2.104, 1.342, 2.297], [-3.768, -2.062, 3.108], [-4.605, -0.685, 1.240], [-1.389, 4.970, 5.137], [1.728, -1.171, -4.768], [3.464, -0.907, 1.036], [1.353, -0.059, -2.263], [3.493, -2.368, -0.997], [-1.820, 3.568, 3.231], [-1.787, 2.629, -0.499], [5.008, -2.064, 1.009], [-3.819, 3.242, -0.813], [2.240, -4.052, 3.674], [-4.697, 4.819, 4.511], [-1.998, -2.662, -4.167], [5.726, 0.144, -5.412], [-0.930, -0.856, 0.764], [4.691, -1.246, 1.419], [-0.479, -1.655, -3.189], [-1.257, -3.969, -2.644], [-0.858, -1.618, -0.201], [1.243, -2.291, 3.302], [-2.745, -1.733, -0.297], [3.773, 0.536, -2.684], [-1.686, 0.582, 3.395], [3.733, -0.588, -5.207], [1.446, -1.483, 0.095], [-3.102, 5.853, 6.082], [1.563, 0.346, -0.979], [-2.742, 5.219, 5.285], [-1.992, 1.007, -3.935], [-0.817, 4.114, 0.657], [1.255, -0.645, 3.590], [-0.916, 0.990, 4.040], [0.759, -3.441, -1.283], [-1.662, 3.423, 0.760], [-1.946, -1.196, 4.549], [-3.896, 3.357, 2.720], [-3.587, 1.476, 0.741], [2.969, 0.127, 1.458], [1.543, -2.814, -2.467], [4.568, -2.389, -0.884], [0.123, 3.950, 3.994], [2.301, -3.047, 3.642], [-0.714, 1.979, -0.978], [-4.024, 2.040, -2.977], [4.891, 0.615, -3.493], [3.711, -1.020, -6.197], [-2.991, 2.676, -1.209], [-3.181, 3.815, 3.389], [5.775, 1.126, -3.145], [4.869, 0.063, -4.762], [-1.256, -2.730, -3.383], [-3.307, -1.111, 2.886], [0.020, 2.375, 2.134], [1.171, 1.957, -2.818], [-0.644, -2.327, 2.606], [0.638, 0.784, 1.012], [-2.278, -0.635, 3.685], [-0.398, -4.283, -1.669], [-0.502, -5.216, -1.133], [2.614, -0.673, -4.396], [3.777, 0.976, -1.696], [-0.930, 4.151, 4.116], [3.025, -2.599, 4.182], [1.399, -3.972, -0.572], [-2.573, 4.003, 0.905], [2.624, -0.106, -3.126], [0.454, -1.999, -0.789], [-3.637, 4.638, 4.403], [-3.099, 2.029, -2.421], [0.187, -2.890, 2.718], [-0.646, -0.814, -3.835], [-1.955, -2.086, -0.751], [2.728, -1.761, 0.064], [2.985, -2.758, -2.177], [-1.964, 1.437, -2.948], [-1.328, 2.653, 2.092], [3.648, -3.123, -2.944], [-0.778, 1.463, -2.222], [-3.766, -0.341, 1.830], [0.501, 1.093, -2.913], [-0.689, 5.414, 5.830], [-3.180, 0.884, 1.544], [0.102, -3.894, 2.698], [-2.038, -4.669, -2.899], [1.361, -3.287, -3.429]]}


{"formula": "C26H29HgN7O3S", "method": "ωB97M-V/def2-TZVPD", "spin_multiplicity": 2, "homo_ha": [-0.0900, -0.1614], "charge": -1, "relative_energy_kj_mol": 0.0, "orbital_gap_ev": [4.3, 6.2], "elements": ["H", "H", "H", "H", "Hg", "O", "C", "N", "C", "C", "C", "N", "C", "H", "C", "H", "H", "H", "C", "C", "H", "H", "H", "O", "H", "C", "C", "C", "H", "N", "H", "C", "S", "C", "C", "H", "H", "C", "H", "C", "H", "C", "N", "C", "C", "O", "C", "H", "H", "H", "C", "C", "N", "H", "C", "C", "H", "H", "H", "H", "H", "N", "H", "N", "C", "C", "H"], "coordinates": [[1.879, -0.131, -1.133], [-0.727, 0.318, 5.584], [0.095, -3.342, 1.224], [5.105, -0.946, 0.378], [-0.645, 0.362, 0.546], [0.732, -2.167, -2.463], [-4.162, -0.184, 2.963], [-1.831, -0.141, 3.425], [0.697, -4.885, -1.718], [-0.204, 2.435, -2.511], [0.562, -6.208, -1.319], [1.374, 2.188, -4.158], [4.693, 0.934, -1.718], [-0.321, -0.749, -2.302], [3.843, 0.594, -0.497], [-0.160, -5.710, 1.956], [4.109, 1.283, 0.304], [1.492, -0.991, -3.856], [0.252, -6.507, 0.002], [-3.760, 0.164, 0.243], [3.981, -1.539, -0.858], [-3.623, 0.338, -0.820], [1.974, -0.065, -5.308], [1.990, 2.089, 0.990], [-1.722, -0.021, -2.859], [2.570, -0.533, 5.681], [0.245, -0.015, 5.249], [-2.846, -0.053, 2.474], [3.383, -1.134, 0.751], [1.540, 1.250, 0.348], [4.478, 0.249, -2.545], [0.226, -4.159, 0.526], [-1.195, 3.066, -1.337], [0.402, -0.357, 3.891], [-5.053, 0.006, 0.733], [0.130, -7.540, 0.311], [5.754, 0.842, -1.476], [1.178, -0.244, -4.589], [-6.250, -0.278, 2.499], [2.352, 0.793, -0.798], [-5.900, 0.023, 0.055], [0.528, -3.856, -0.800], [-0.123, 1.139, -2.939], [0.626, -2.408, -1.233], [0.085, -5.482, 0.925], [0.600, -1.542, -0.315], [2.733, -0.879, 4.341], [3.696, -1.237, 3.990], [1.192, 0.184, 7.158], [0.931, -4.633, -2.745], [1.321, -0.098, 6.119], [0.838, 1.036, -3.922], [-0.608, -0.305, 2.953], [-4.293, -0.324, 4.030], [4.095, -0.841, -0.025], [1.672, -0.783, 3.458], [0.692, -7.009, -2.037], [0.304, -0.646, -5.105], [0.963, 4.005, -3.239], [2.211, 1.560, -1.567], [4.507, 1.955, -2.061], [-0.857, 0.125, -2.352], [3.404, -0.603, 6.371], [0.715, 3.036, -3.294], [-5.246, -0.161, 2.105], [-2.665, 0.144, 1.089], [1.785, -1.051, 2.411]]}


{"formula": "CH5BOS", "method": "ωB97M-V/def2-TZVPD", "homo_ha": -0.3239, "relative_energy_kj_mol": 295.6, "orbital_gap_ev": 8.9, "elements": ["H", "H", "B", "S", "C", "H", "O", "H", "H"], "coordinates": [[-0.992, -1.937, 0.170], [1.075, 1.865, -0.298], [0.579, -0.359, -0.076], [-2.084, 0.122, 0.061], [-0.817, -0.848, 0.216], [-0.479, 1.425, 0.046], [0.478, 1.295, 0.104], [1.429, -0.758, 0.817], [0.811, -0.806, -1.040]]}


{"formula": "C20H49Cl12F3O23P5S", "method": "ωB97M-V/def2-TZVPD", "homo_ha": -0.2705, "charge": -1, "orbital_gap_ev": 9.4, "elements": ["P", "F", "H", "H", "O", "Cl", "C", "O", "H", "H", "H", "Cl", "C", "F", "H", "O", "H", "Cl", "O", "H", "H", "Cl", "H", "O", "P", "O", "O", "H", "H", "O", "H", "H", "C", "H", "H", "C", "H", "P", "O", "O", "C", "C", "C", "O", "H", "C", "H", "H", "O", "O", "H", "H", "O", "H", "C", "C", "H", "Cl", "O", "C", "C", "Cl", "H", "Cl", "O", "C", "Cl", "H", "O", "Cl", "H", "C", "H", "S", "H", "C", "H", "H", "C", "Cl", "H", "H", "Cl", "H", "F", "H", "H", "H", "C", "H", "H", "Cl", "C", "P", "C", "O", "H", "P", "O", "H", "H", "H", "H", "H", "H", "O", "O", "O", "C", "H", "H", "O", "H"], "coordinates": [[-4.765, -4.478, -0.338], [-1.577, -0.243, 0.844], [3.159, -2.104, 3.134], [-0.661, -2.404, 4.340], [-3.791, -5.510, 0.096], [-3.331, -0.407, -1.844], [-0.784, -4.684, 0.971], [4.519, -2.686, -0.178], [2.031, 7.257, 0.576], [5.513, 7.607, 0.373], [-1.489, 4.574, -2.281], [1.604, -2.370, -3.937], [0.447, 1.879, -6.013], [-0.212, -1.243, 2.168], [6.411, -5.351, -0.960], [-2.040, -3.905, 4.583], [-0.811, 5.833, -7.377], [-0.178, -2.614, -1.625], [0.397, 2.176, 0.752], [-2.823, -4.080, -2.272], [-3.505, -2.135, 1.744], [-2.261, 4.184, 4.369], [4.817, -5.495, -1.538], [-2.652, 3.835, -4.570], [-1.229, -4.933, 3.580], [-1.278, -4.136, 2.171], [-6.345, -4.684, 0.107], [1.759, -3.120, 2.988], [0.707, 7.888, -0.302], [-0.929, 2.176, -5.663], [5.519, -6.818, -0.628], [2.382, 4.107, 1.417], [5.386, 7.579, -0.709], [5.633, 8.562, -1.109], [-7.640, -3.562, 1.222], [-3.649, 1.123, -1.041], [-0.856, -5.771, 0.953], [3.790, -4.029, 0.436], [-2.236, -6.222, 3.446], [-0.423, 4.691, -5.686], [-0.650, -0.079, 1.833], [0.938, -1.534, -2.497], [1.266, 6.966, -0.144], [1.783, 6.352, -1.270], [-6.951, -2.602, -0.068], [-1.502, -2.708, 4.964], [0.538, 6.267, 0.267], [3.599, 3.281, 0.476], [3.926, 5.305, -2.535], [4.073, 7.425, -1.081], [0.129, 5.251, -2.666], [2.035, 3.901, -0.290], [0.138, -5.190, 4.063], [1.750, -1.295, -1.811], [-7.291, -3.605, 0.190], [-0.427, 4.354, -2.393], [-0.036, 3.952, -1.458], [4.779, 0.321, 5.700], [-0.332, 3.430, -3.416], [2.597, -2.711, 2.424], [3.944, 1.783, 5.075], [-4.153, 2.316, -2.200], [-4.035, -5.024, 3.400], [0.177, 0.054, -2.849], [4.959, -5.082, 0.517], [4.409, -2.432, -1.577], [-0.035, 5.173, 2.944], [-4.719, -3.367, 2.111], [-4.878, -4.359, -1.896], [4.968, 2.596, 3.916], [4.099, -1.388, -1.536], [-0.638, 3.691, 3.782], [-2.208, 5.565, -6.312], [0.913, 0.929, 1.261], [-1.393, -4.299, 0.153], [-4.444, -2.578, 1.412], [0.802, 0.969, -5.527], [5.367, -2.442, -2.098], [-1.130, 5.728, -6.340], [3.561, 2.807, 6.459], [-3.921, -2.810, -2.963], [-2.286, -1.953, 4.900], [0.422, 3.227, 5.091], [-2.720, 1.430, -0.561], [-1.240, 0.474, 2.868], [-1.292, -2.725, 6.033], [-4.044, -6.445, 4.408], [0.369, 1.795, -7.097], [2.839, 4.061, 0.429], [-8.123, -3.893, -0.452], [-0.750, 2.946, 2.995], [-4.867, 0.971, 0.245], [5.432, -5.732, -0.670], [-1.205, 3.554, -4.782], [-3.650, -6.041, 3.475], [3.596, 5.167, 0.043], [0.250, -4.358, 0.858], [3.418, 5.968, -1.342], [1.744, 1.057, 2.462], [-3.792, -4.446, -3.635], [-5.148, -1.748, 1.487], [-1.027, 6.730, -5.923], [1.153, 2.681, -5.798], [3.021, 1.509, 4.564], [-4.113, -6.558, 2.635], [-4.407, -2.927, 0.066], [3.469, -3.743, 2.022], [2.656, -4.432, -0.390], [-3.795, -3.864, -2.714], [2.233, -2.025, 1.660], [3.694, -3.015, -2.157], [1.534, 0.124, 0.227], [6.010, 6.810, -1.166]]}


{"formula": "C6H12N", "method": "ωB97M-V/def2-TZVPD", "homo_ha": -0.5170, "charge": 1, "relative_energy_kj_mol": 195.5, "orbital_gap_ev": 8.7, "elements": ["H", "H", "C", "H", "N", "H", "H", "H", "C", "H", "H", "C", "H", "H", "H", "H", "C", "C", "C"], "coordinates": [[2.232, -1.712, 1.174], [3.082, 0.492, -0.720], [-3.727, -0.115, -0.721], [-3.688, 0.765, -1.360], [-2.588, -0.447, -0.225], [3.545, -0.584, 1.493], [-1.677, 1.411, -0.741], [1.088, 1.545, 0.699], [-0.223, 0.027, -0.142], [0.882, 1.638, -1.075], [-2.447, -1.285, 0.336], [-1.471, 0.357, -0.531], [1.979, -0.849, -0.913], [1.955, -0.031, 1.868], [-4.631, -0.610, -0.324], [-0.010, -0.892, 0.422], [2.502, -0.665, 1.159], [2.263, -0.005, -0.186], [0.935, 0.958, -0.212]]}